C45H67BrFN9O2S | wB97M-V/def2-TZVPD

Element x y z (Å)
C 4.85994 6.41339 -0.15482
O 3.68224 5.85196 -0.72153
C 3.59102 4.43956 -0.46554
C 2.09777 3.95550 -0.33311
C 1.51883 3.70597 -1.78319
C 0.27002 4.58073 -2.14375
C -1.11039 4.06572 -1.57883
C -1.89651 3.15174 -2.62047
C -1.19159 1.73158 -2.64625
N -2.13132 0.58185 -2.62184
C -2.73344 0.32311 -3.90010
C -1.86346 -0.28792 -4.91348
C -2.31420 -0.61113 -6.24452
C -3.68449 -0.28414 -6.62288
C -4.58514 0.33231 -5.66694
Br -6.44196 0.74909 -6.12492
C -4.08369 0.62142 -4.31725
S -5.22891 1.36598 -3.13744
C -4.46300 0.89866 -1.54190
C -5.36304 0.86433 -0.40603
C -4.80826 0.50109 0.88058
C -5.68928 0.38329 2.17241
C -7.22698 0.23022 1.82513
C -7.93697 1.64017 1.70963
C -9.46218 1.36018 1.34975
C -9.93032 2.03890 0.01724
N -11.06088 1.27039 -0.58384
C -3.39375 0.24049 0.95166
F -2.84433 -0.07433 2.17380
C -2.47943 0.27709 -0.18946
O -1.14721 0.00386 0.03334
C -0.91008 -1.42641 0.10015
C 0.54111 -1.67942 -0.50640
C 0.39154 -2.36841 -1.92721
C 1.49965 -2.42910 0.49341
C 1.87901 -1.45151 1.68663
C 2.85184 -2.74133 -0.29547
C -3.04784 0.60192 -1.51273
H 5.78170 5.81413 -0.37005
H 4.99909 7.40911 -0.66087
H 4.76549 6.63245 0.93904
H 4.14851 4.23138 0.49641
H 4.12752 3.82603 -1.24705
H 1.47870 4.62088 0.31192
H 2.16569 2.95531 0.18019
H 2.33198 4.00648 -2.50396
H 1.38382 2.60869 -1.92263
H 0.17160 4.53678 -3.26761
H 0.47204 5.65072 -1.88961
H -1.73612 4.97069 -1.33309
H -1.02541 3.49233 -0.61616
H -1.73951 3.66755 -3.61008
H -2.99120 3.11868 -2.41559
H -0.55267 1.65462 -1.73291
H -0.61029 1.65679 -3.59696
H -0.79932 -0.52682 -4.67273
H -1.58372 -1.11137 -6.94850
H -4.02465 -0.54443 -7.65032
H -6.43910 1.08378 -0.56332
H -5.48547 1.18830 2.91605
H -5.38988 -0.60051 2.63342
H -7.35950 -0.39259 0.89723
H -7.74958 -0.34724 2.63882
H -7.47194 2.23737 0.89041
H -7.82853 2.11657 2.71853
H -9.62305 0.25813 1.27386
H -10.06495 1.80941 2.18343
H -10.31806 3.08168 0.17071
H -9.09555 2.09617 -0.74072
H -10.70310 0.39304 -0.96230
H -11.46555 1.78215 -1.36709
H -1.69955 -2.02289 -0.41198
H -0.88503 -1.71765 1.19021
H 1.00479 -0.66889 -0.68961
H 0.58127 -3.48109 -1.93917
H 1.01316 -1.79220 -2.65274
H -0.67575 -2.21924 -2.25611
H 1.03481 -3.36298 0.89750
H 1.05944 -0.71480 1.91129
H 2.02723 -2.09858 2.59637
H 2.84493 -0.91986 1.52575
H 3.73868 -2.76211 0.38761
H 2.75283 -3.73619 -0.79699
H 3.07114 -1.92868 -1.04328
C -0.97022 -1.64517 -10.29195
C -0.12406 -1.93646 -9.11465
N 0.53323 -2.16251 -8.19810
H -1.96944 -2.05167 -10.13907
H -1.04235 -0.56798 -10.43819
H -0.53411 -2.09710 -11.18194
C 4.00055 -4.31433 4.95455
C 3.82333 -4.36344 3.48478
N 3.67552 -4.40129 2.34120
H 3.09961 -4.67751 5.44202
H 4.83986 -4.94465 5.24536
H 4.19823 -3.29435 5.28769
C 1.05977 -6.68052 7.26442
C 2.38642 -6.09898 7.56304
N 3.41800 -5.64586 7.79530
H 0.55835 -6.95344 8.19207
H 0.44880 -5.95369 6.72991
H 1.17628 -7.57053 6.64715
C 5.42965 -0.35945 3.12211
C 5.17110 -0.88848 4.47194
N 4.97011 -1.28211 5.53383
H 5.53863 -1.19854 2.41128
H 4.60500 0.25121 2.79732
H 6.33483 0.21556 3.11487
C 2.68351 -7.38497 0.19728
C 1.82516 -6.58999 -0.70546
N 1.15971 -5.97218 -1.40845
H 2.15203 -8.27910 0.52176
H 3.59211 -7.68138 -0.32545
H 2.95345 -6.79228 1.07179
C 9.85538 0.93575 4.23637
C 9.15618 0.93011 2.93297
N 8.64271 0.90623 1.90004
H 9.33502 0.28433 4.93815
H 10.87675 0.57906 4.10929
H 9.87922 1.94746 4.63998
C 6.41605 3.95341 4.34886
C 5.90803 2.59518 4.06732
N 5.51648 1.53218 3.84987
H 7.50263 3.93396 4.43335
H 6.13503 4.62625 3.54272
H 5.99208 4.31930 5.28345

Summary:
Multiplicity: 1
Net charge: 0
SMILES: COCCCCCCCN1c2cccc(Br)c2Sc2cc(CCCCCN)c(F)c(OC[C@H](C)C(C)C)c21.CC#N.CC#N.CC#N.CC#N.CC#N.CC#N.CC#N

***

C45H68N16OP2 | wB97M-V/def2-TZVPD

Element x y z (Å)
C 1.43743 -0.26573 0.08142
C 0.61741 -0.48100 -0.77947
P -0.70212 -0.57312 -2.05594
C -1.86653 0.48024 -0.93183
C -3.26174 -0.11272 -0.74120
C -4.09960 0.56227 0.32570
O -5.02855 1.27549 0.03698
N -3.79115 0.29674 1.72284
C -2.55696 0.94042 2.09419
C -1.51637 0.22336 2.68559
C -0.32835 0.87888 2.97969
C -0.15165 2.22134 2.71127
C -1.19978 2.93802 2.13528
C -2.40002 2.30005 1.82321
P 0.55064 -1.69415 -3.52819
C 1.87779 -0.60584 -4.21199
C 3.01787 -0.16746 -3.25929
C 1.23006 -3.26234 -2.80325
C 2.70866 -3.54724 -3.08475
H 2.08782 -0.17017 0.92051
H -1.56299 -1.70451 -1.92684
H -0.85130 0.41145 -3.08254
H -1.33351 0.59750 0.00278
H -1.92434 1.48085 -1.36323
H -3.80587 0.01612 -1.67599
H -3.21142 -1.19013 -0.56240
H -3.64951 -0.70727 1.79974
H -1.62080 -0.83162 2.88685
H 0.50539 0.33691 3.40834
H 0.78127 2.71852 2.93469
H -1.09406 3.98329 1.89924
H -3.18179 2.88098 1.35582
H 1.37333 0.29014 -4.56530
H 2.31394 -1.11635 -5.06861
H 2.86429 0.88073 -2.99391
H 3.99624 -0.22954 -3.72486
H 3.05912 -0.72968 -2.33259
H 1.02691 -3.33314 -1.73312
H 0.65939 -4.06895 -3.26189
H 2.97620 -4.47125 -2.56524
H 3.37682 -2.78390 -2.70407
H 2.87995 -3.73613 -4.14160
C -3.24263 1.14875 5.67212
C -2.39248 2.22096 6.17580
N -1.72626 3.07079 6.57378
H -2.72212 0.60472 4.88713
H -3.49100 0.46281 6.48040
H -4.16060 1.56777 5.26345
C -5.80268 -3.35949 3.05278
C -4.75298 -3.06957 2.08233
N -3.92267 -2.84079 1.31782
H -5.44777 -4.09560 3.77139
H -6.07480 -2.44700 3.57992
H -6.67914 -3.75089 2.54040
C -0.82781 7.87237 2.36320
C -0.51266 6.70768 1.54360
N -0.26553 5.78902 0.89663
H -1.48580 8.54200 1.81326
H -1.32284 7.55728 3.27975
H 0.08807 8.40177 2.61887
C 4.16819 3.14005 2.96463
C 3.83211 1.72261 2.87933
N 3.54742 0.60933 2.81641
H 3.64572 3.69038 2.18441
H 3.86953 3.52893 3.93622
H 5.24072 3.27493 2.83966
C 5.73000 -3.43318 -7.25294
C 5.33507 -2.40940 -6.29094
N 5.04393 -1.58611 -5.54246
H 5.66108 -4.41739 -6.79478
H 5.07427 -3.39738 -8.12033
H 6.75558 -3.25840 -7.57177
C -2.00737 -7.07301 -6.14407
C -1.85876 -6.32598 -7.38795
N -1.74399 -5.74099 -8.37131
H -2.97129 -7.57663 -6.12670
H -1.21744 -7.81631 -6.05729
H -1.95113 -6.39283 -5.29715
C -0.74975 2.20442 9.70476
C -1.45112 1.17978 10.47142
N -2.00824 0.37618 11.07809
H -1.46771 2.90156 9.27750
H -0.06584 2.74173 10.35062
H -0.18459 1.74390 8.89817
C 3.23825 4.66832 -1.07159
C 4.00409 5.73671 -0.43796
N 4.61633 6.57386 0.06066
H 3.81625 4.23464 -1.88559
H 3.01448 3.89244 -0.34211
H 2.30214 5.06085 -1.46319
C -0.71922 -4.33150 2.87242
C -0.82015 -3.26999 3.86879
N -0.96124 -2.48156 4.69524
H -0.79390 -5.29408 3.37826
H -1.53011 -4.23342 2.15916
H 0.22694 -4.27519 2.34193
C 3.41909 7.75247 3.74638
C 2.47845 8.71562 4.30988
N 1.71924 9.46443 4.74162
H 3.60047 7.98004 2.69677
H 4.36226 7.79448 4.28715
H 3.00694 6.74807 3.82529
C -3.57552 -5.52894 -2.23710
C -3.62396 -6.86833 -2.81698
N -3.67796 -7.92366 -3.27296
H -4.38887 -4.92429 -2.63348
H -3.67551 -5.59733 -1.15577
H -2.63026 -5.04454 -2.47181
C 0.20009 -6.14673 -1.23844
C -0.49174 -5.02635 -0.60759
N -1.08595 -4.16049 -0.13669
H -0.00463 -6.14886 -2.30775
H 1.27352 -6.05407 -1.08325
H -0.14476 -7.08443 -0.80635
C 0.11161 -0.22664 -7.96978
C -0.76605 0.07819 -6.84631
N -1.45138 0.32291 -5.95624
H -0.09205 -1.22815 -8.33767
H -0.05913 0.48750 -8.77140
H 1.15067 -0.16451 -7.64676
C 2.06296 4.75016 12.06823
C 2.25107 3.49439 11.34877
N 2.39380 2.50482 10.77991
H 1.43518 5.41972 11.48324
H 1.58417 4.55735 13.02617
H 3.02714 5.22407 12.23985
C 0.16253 0.06054 -12.22104
C -0.55816 -0.83255 -11.31921
N -1.12769 -1.53441 -10.60796
H -0.54264 0.70371 -12.74341
H 0.85617 0.67864 -11.65363
H 0.72031 -0.52376 -12.94990

Summary:
Multiplicity: 1
Net charge: 0

***

C45H71BFN4O5PS | wB97M-V/def2-TZVPD

Element x y z (Å)
C 2.00832 -0.66648 3.48214
C 1.77630 0.67839 3.06257
C 1.42093 2.19958 2.46503
N 0.19280 2.02530 1.59894
C -1.09181 1.98356 2.40114
C -1.69418 0.51296 2.80416
C -3.09293 0.44170 3.67884
C -3.65996 -1.09863 3.99836
C -4.80384 -1.37172 2.80910
C -4.09953 -1.68621 1.33106
O -2.92320 -2.33915 1.29787
N -4.67256 -1.24723 -0.00291
C -6.09203 -1.72522 -0.21511
C -6.47183 -3.18905 -0.87174
C -8.03221 -3.71360 -1.11295
C -9.29864 -2.73194 -0.67091
C -8.93174 -1.24649 -0.01823
C -7.37671 -0.75915 0.20778
C -3.92585 1.76316 4.23093
B -5.30739 1.55363 5.13053
N -6.68150 1.92125 4.52371
O -5.34342 1.03729 6.52088
C -3.31419 3.26340 3.82101
C -4.06965 4.66876 4.32211
C -3.83229 4.85730 5.96681
F -5.50690 4.72092 3.93881
C -1.93398 3.33892 2.90136
S -1.16484 4.98836 2.31881
C -0.52456 4.53301 0.57684
C -0.64607 5.60687 -0.65587
C -0.07640 5.14958 -2.12355
P -0.20359 6.29585 -3.68507
C 0.89126 5.61040 -5.12178
C 0.45326 8.07672 -3.25459
C -0.90563 9.04844 -3.26307
C 0.61962 3.67106 -2.25649
C 0.75111 2.57161 -1.00652
N 1.43406 1.26570 -1.34743
C 0.54768 0.05979 -1.12751
C 1.54185 -1.27170 -1.31808
C 2.05108 -1.46967 -2.87582
C 3.33139 -0.51985 -3.29061
C 0.13653 3.00718 0.44959
H 1.83562 -1.77251 3.89619
H 1.31184 2.98970 3.32345
H 2.31291 2.47836 1.72529
H -1.08676 -0.43998 2.43236
H -4.09557 -1.20741 5.08159
H -2.75020 -1.82936 3.89757
H -5.41288 -0.36525 2.67221
H -5.58182 -2.19496 3.10329
H -4.55738 -0.22335 -0.17514
H -5.62759 -3.94025 -1.22025
H -8.23481 -4.77210 -1.61061
H -10.39681 -3.10994 -0.82878
H -9.84157 -0.55800 0.25414
H -7.16442 0.29912 0.66032
H -6.59404 2.05171 3.49174
H -7.38327 1.16584 4.71391
H -6.08611 0.35245 6.62716
H -3.56836 5.63240 3.83083
H -3.93289 3.84274 6.55369
H -4.63047 5.60745 6.44096
H -2.77621 5.36662 6.18797
H -1.13678 6.67839 -0.50274
H 0.88705 4.44172 -5.20103
H 0.37206 6.00464 -6.12024
H 1.98964 6.04393 -5.10688
H 1.10357 8.45250 -4.18235
H 1.03944 8.11561 -2.24252
H -1.50744 8.95015 -2.25451
H -1.63181 8.68232 -4.13647
H -0.62869 10.16820 -3.48581
H 1.03072 3.35320 -3.31758
H 2.27543 1.17695 -0.73429
H 0.10200 -0.03901 -0.04741
H -0.34854 -0.03430 -1.87756
H 2.52264 -0.99419 -0.69671
H 1.10970 -2.23969 -0.82246
H 1.14129 -1.20249 -3.57916
H 2.42084 -2.59429 -3.02061
H 4.17242 -0.45330 -2.47383
H 2.96646 0.59868 -3.46986
H 3.75865 -0.90527 -4.31756
C 4.64546 -2.86979 -9.43260
C 4.30391 -2.94416 -7.95602
O 3.77535 -1.72910 -7.43147
C 2.55791 -1.26341 -8.00783
C 1.39942 -2.23060 -7.83960
H 5.31246 -2.02557 -9.63390
H 5.13340 -3.79253 -9.76116
H 3.74940 -2.72963 -10.04604
H 5.22282 -3.15042 -7.39542
H 3.62236 -3.77578 -7.74831
H 2.71034 -1.00724 -9.06134
H 2.30984 -0.32804 -7.49472
H 1.56609 -3.15864 -8.39227
H 0.47166 -1.78417 -8.21015
H 1.26738 -2.49616 -6.78569
C 6.18542 -2.84076 6.46774
C 6.48877 -1.66153 5.56229
O 5.32393 -0.97934 5.10550
C 4.49448 -0.39562 6.10675
C 5.19896 0.66533 6.93376
H 5.48410 -3.52907 5.98555
H 7.10341 -3.38416 6.71166
H 5.72878 -2.51793 7.40908
H 7.00243 -2.03174 4.66769
H 7.17623 -0.95840 6.04422
H 4.06448 -1.17451 6.74485
H 3.65514 0.07151 5.58042
H 6.00534 0.23771 7.53490
H 4.49386 1.14808 7.61723
H 5.64246 1.42884 6.28640
C 3.12281 -7.67779 -1.79735
C 3.70553 -6.30206 -1.53226
O 2.76343 -5.24432 -1.68883
C 1.62791 -5.27076 -0.82795
C 1.98327 -5.18481 0.64589
H 2.64443 -7.71287 -2.78124
H 3.90588 -8.44113 -1.75715
H 2.36142 -7.94166 -1.05605
H 4.50473 -6.11588 -2.25877
H 4.17080 -6.25283 -0.54214
H 1.01389 -6.15289 -1.03663
H 1.01829 -4.39992 -1.09201
H 2.53528 -6.06724 0.97918
H 1.07673 -5.10953 1.25407
H 2.61340 -4.31107 0.84137

Summary:
Multiplicity: 1
Net charge: 0
SMILES: C#CCN1c2cc(CCC(=O)Nc3ccccc3)c(B(N)O)c([C@H](C)F)c2Sc2cc(P(C)CC)cc(NCCCC)c21.CCOCC.CCOCC.CCOCC

***

Calculated values (eV) of highest occupied orbital energy for the records, taken in order: -7.4519 -6.8169 -7.6580.